The following is a quantum chemistry calculation of 2 unconnected molecules or ions with the total composition C7H15Cl, from OMol25.

```
23
Properties=species:S:1:pos:R:3:forces:R:3
H -0.39846 -2.02168 1.22880 -2.56 -0.24 0.37
H 2.25699 -1.46393 -1.17754 -0.09 0.02 -0.26
C -1.69013 0.47990 -1.58183 1.88 -0.70 -3.88
H -2.52405 0.98378 -2.07312 -0.24 0.63 0.44
H -0.32741 1.88935 0.90741 0.61 0.81 0.62
C 1.64086 0.42104 0.97335 3.42 0.46 -0.40
H -1.76188 -0.51804 -2.13284 -0.08 0.47 1.88
C 1.27887 -0.95318 -1.12075 0.22 -1.07 1.07
H -1.41634 2.78494 -0.17318 0.05 0.81 -0.63
H 1.33040 1.37553 0.58304 0.65 0.36 -1.32
C -1.31741 1.99308 0.52546 -0.75 -2.37 -0.15
H 1.34949 -0.06140 -1.69918 -0.04 0.74 -0.43
H 1.04217 -2.92836 0.91629 -0.10 0.61 -0.58
C 1.02389 -0.72575 0.34176 -1.00 -1.18 -1.02
H -0.75667 0.80575 -2.16321 -1.04 0.36 1.01
C 0.62328 -1.93469 1.17661 3.26 0.74 -0.13
H 1.35840 0.64231 1.94691 -0.54 -0.61 2.41
Cl -2.63683 -0.46574 0.70402 0.36 0.34 0.14
H -2.04558 2.08083 1.32798 0.16 0.25 0.11
C -1.53184 0.63796 -0.14310 -0.83 -0.73 0.63
H 0.53648 -1.64087 -1.53626 0.07 0.16 -0.10
H 2.88692 0.35031 1.02945 -2.93 0.30 -0.40
H 1.07886 -1.73113 2.13994 -0.49 -0.14 0.61
```
Positions in Å, forces in eV/Å.

Results
Largest force on an atom   4.37 eV/A
Kohn-Sham gap (alpha / beta)   7.61 / 8.49 eV
Relative energy (zero: lowest compared OMol25 entry of this formula, charge and spin)   99.86 kcal per mole
Total energy   -735.74733 hartree